This record from the OMol25 dataset describes C19H48B2NO28 as an isolated structure at a distorted geometry. The level of theory is ωB97M-V/def2-TZVPD.

Orbital gap in eV: 8.870
Lowest unoccupied orbital energy in eV: 1.21
Net charge: -1
Strongest force on any atom in eV/A: 12.64
HOMO energy in hartree: -0.281

Cartesian coordinates (Å):
C  1.8090  -6.1310  -4.3970
C  1.5110  -5.0660  -3.4230
C  2.3330  -3.7970  -3.2450
C  2.1570  -2.9550  -1.9820
N  2.9660  -1.6630  -1.9790
C  2.5930  -0.7100  -3.1700
C  3.7040  -0.8870  -4.1990
C  4.9570  -1.5230  -3.5590
C  4.3620  -1.9040  -2.0720
C  2.6660  -1.0480  -0.6600
C  3.0330  -1.8980  0.5550
C  3.1180  -1.1730  1.9480
H  2.9250  -6.3410  -4.5230
H  1.2450  -6.2640  -5.2750
H  1.7300  -7.0210  -3.9320
H  1.5670  -5.7420  -2.5250
H  0.5190  -4.6760  -3.4940
H  2.0940  -3.3030  -4.2930
H  3.3850  -3.8540  -3.3280
H  2.4970  -3.4750  -1.2160
H  1.1330  -2.8770  -1.8760
H  2.4990  0.3450  -2.7830
H  1.6860  -0.7860  -3.5820
H  3.9270  0.1890  -4.6460
H  3.3230  -1.5110  -5.1180
H  5.9150  -0.9900  -3.3070
H  5.2530  -2.3420  -4.1000
H  4.9190  -1.3640  -1.3450
H  4.6330  -3.1000  -1.8360
H  1.5940  -0.7800  -0.6370
H  3.1900  0.0450  -0.5040
H  4.1090  -2.3790  0.4540
H  2.4620  -2.7290  0.5730
H  2.2000  -0.3900  1.9030
H  3.9330  -0.4250  1.9910
H  3.0570  -1.9500  2.7920
O  -0.2290  0.2650  -2.4430
C  -1.4890  0.1830  -2.2530
O  -2.0290  -0.0200  -1.1560
B  -3.5170  0.0030  -1.3420
O  -3.5940  0.2780  -2.8230
C  -2.4330  0.2330  -3.3280
O  -2.2370  0.1050  -4.4840
O  -4.3100  0.9890  -0.5330
C  -5.0440  0.2920  0.1950
O  -5.6890  0.7340  1.0990
C  -4.9000  -1.0380  0.0370
O  -4.0500  -1.3090  -0.8540
O  -5.3680  -2.0310  0.7020
O  1.5060  2.3270  -0.0700
C  0.2910  2.0410  0.3060
O  0.0560  1.4620  1.3240
B  -1.3250  1.6230  1.6680
O  -1.8200  2.6300  0.5980
C  -0.8640  2.8150  -0.1850
O  -0.9910  3.1900  -1.3930
O  -1.6090  2.1810  2.9880
C  -2.2340  1.2260  3.5670
O  -2.3730  1.3600  4.8160
C  -2.4240  0.1470  2.6860
O  -2.1120  0.3920  1.5080
O  -3.0670  -0.9130  3.0170
O  3.6250  4.0900  0.6360
H  3.8800  3.4580  1.2520
H  2.6730  3.6630  0.7100
O  -3.2190  -2.0500  5.4360
H  -4.0350  -1.7730  5.6110
H  -2.7700  -1.5510  4.7680
O  -4.7390  3.5830  -0.5630
H  -4.1870  2.8500  -0.3120
H  -4.6350  4.1640  0.1560
O  0.0020  -1.7640  3.0700
H  -0.7400  -2.3750  3.3920
H  -0.2550  -2.0170  2.0730
O  -1.2790  3.7450  5.7040
H  -1.6300  2.8160  5.4950
H  -1.0010  3.4710  6.6450
O  0.3240  2.6030  -4.0240
H  0.6150  1.6420  -3.9050
H  0.2490  2.9060  -3.0820
O  4.6120  2.7010  -1.5870
H  4.9920  1.9180  -1.3360
H  3.9700  3.1380  -1.0030
O  -3.3910  1.3820  7.5850
H  -2.7360  0.6020  7.2260
H  -2.9530  1.8200  8.3250
O  -1.3750  5.8960  -1.9540
H  -1.1760  5.0630  -2.0140
H  -2.1760  6.0340  -2.5820
O  -5.4180  1.3330  5.3840
H  -4.5470  1.7440  5.3010
H  -5.5690  1.4900  6.3780
O  -0.7620  -2.0960  0.2790
H  -1.2020  -1.2860  -0.1040
H  -1.4600  -2.7490  0.4810
O  -2.1640  5.6450  2.8980
H  -1.9420  6.2820  3.7510
H  -2.7320  4.9310  3.0560

Cartesian forces (eV/Å) of the 2 atoms listed first:
C 3.476 0.560 -1.620
C 0.203 -0.437 3.395

Here are the Mulliken charges for atoms 1 to 4, given in e: number 1, C, carries -1.50; number 2, C, carries -0.40; number 3, C, carries -0.74; number 4, C, carries -1.22

=====

This record from the OMol25 dataset describes C28H30LaN6O8S3 as an isolated structure at a distorted geometry. The level of theory is ωB97M-V/def2-TZVPD.

Orbital gap in eV: 6.221
Lowest unoccupied orbital energy in eV: 2.17
Net charge: -1
Strongest force on any atom in eV/A: 2.33
HOMO energy in hartree: -0.149

Cartesian coordinates (Å):
La  -0.7587  0.0633  0.3844
O  -1.5845  4.0216  2.2999
C  -1.0795  2.9714  1.9266
O  -1.6436  2.0156  1.3262
C  0.4134  2.7270  2.2378
C  1.0375  3.4589  3.2456
C  2.3502  3.1593  3.5633
C  2.9934  2.1421  2.8672
C  2.2978  1.4713  1.8714
N  1.0416  1.7721  1.5510
H  0.4663  4.2229  3.7505
H  2.8618  3.6955  4.3510
H  4.0064  1.8512  3.1010
H  2.7390  0.6495  1.3161
N  -3.1534  0.7511  -0.8739
C  -3.7961  -0.1381  -1.8269
C  -2.7529  -1.0533  -2.4720
N  -2.1187  -1.8634  -1.4468
H  -3.7778  1.1094  -0.1617
H  -2.7714  1.5637  -1.3575
H  -4.3480  0.4045  -2.6105
H  -4.5224  -0.7549  -1.2878
H  -1.9743  -0.4503  -2.9504
H  -3.2423  -1.6535  -3.2579
H  -1.3256  -2.3708  -1.8214
H  -2.7692  -2.5280  -1.0570
O  0.3757  -3.3847  2.4380
S  1.2429  -2.6394  1.5504
O  2.6580  -2.6957  1.8173
O  0.7698  -1.2549  1.3823
C  1.0461  -3.4138  -0.0907
C  0.6272  -4.7375  -0.0311
C  0.5635  -5.5420  -1.1661
C  0.9423  -5.0159  -2.3855
C  1.3481  -3.6888  -2.4470
C  1.3938  -2.8904  -1.3208
S  1.7285  -1.1577  -1.6870
O  2.2942  -1.0998  -3.0209
O  2.5788  -0.6119  -0.6533
O  0.3637  -0.5799  -1.6417
H  0.3486  -5.1311  0.9369
H  0.2280  -6.5658  -1.0861
H  0.9183  -5.6180  -3.2832
H  1.6323  -3.2417  -3.3885
C  -2.5171  -1.4392  1.6779
C  -2.7553  -0.5737  2.7907
C  -3.9209  0.2241  2.8961
C  -4.1040  1.1153  3.9203
C  -3.1254  1.2644  4.9105
C  -1.9585  0.4841  4.8333
C  -1.7829  -0.4075  3.8095
C  -3.3190  2.1440  5.9660
N  -3.4919  2.8560  6.8595
H  -3.4106  -1.7051  1.1082
H  -1.8789  -2.2964  1.9115
H  -4.6823  0.1310  2.1299
H  -5.0020  1.7166  3.9692
H  -1.1979  0.5866  5.5962
H  -0.8816  -1.0127  3.7704
C  4.3467  1.5599  -1.3852
C  3.2104  1.7569  -2.3126
C  3.2778  1.6089  -3.6786
C  2.0783  1.7134  -4.4111
N  0.9323  2.0403  -3.8723
C  0.8597  2.2455  -2.5586
S  -0.5494  2.6703  -1.7842
N  2.0006  2.0669  -1.7871
C  2.0717  1.4003  -5.8704
H  5.2925  1.6352  -1.9172
H  4.2468  0.5721  -0.9492
H  4.3253  2.2947  -0.5811
H  4.2059  1.3517  -4.1610
H  1.8766  2.1194  -0.7892
H  2.9704  1.7727  -6.3615
H  1.1838  1.8184  -6.3364
H  2.0500  0.3168  -5.9851

Cartesian forces (eV/Å) of the 2 atoms listed first:
La -2.027 0.937 -0.671
O 0.269 -0.121 -0.016

Here are the Mulliken charges for atoms 1 to 4, given in e: number 1, La, carries 1.44; number 2, O, carries -0.75; number 3, C, carries 0.14; number 4, O, carries -0.04

=====

This record from the OMol25 dataset describes C26H18ClN3NiO6 as an isolated structure. The level of theory is ωB97M-V/def2-TZVPD.

Orbital gap (spin up / spin down) in eV: 5.985 / 5.523
Lowest unoccupied orbital energy (spin up / spin down) in eV: -1.75 / -2.28
Net charge: 0
Strongest force on any atom in eV/A: 0.73
Spin multiplicity: 3
HOMO energy (spin up / spin down) in hartree: -0.284 / -0.287

Cartesian coordinates (Å):
Ni  -0.0803  0.1168  0.3705
O  -0.0847  -1.2077  7.4732
C  0.2868  0.0380  7.0975
O  0.6938  0.8052  7.9271
C  0.1618  0.3805  5.6550
C  0.3888  1.7067  5.2818
C  0.3060  2.1147  3.9703
C  -0.0326  1.2051  2.9474
C  -0.2423  -0.1300  3.3313
C  -0.1446  -0.5283  4.6493
N  -0.1558  1.5268  1.6303
C  -0.1136  2.8235  1.1154
C  -0.1635  2.7516  -0.9531
C  -0.3034  3.6151  -2.1389
C  -0.1693  3.1231  -3.3980
C  0.0251  1.7445  -3.5836
C  0.0058  0.9043  -2.4498
N  -0.1255  1.3439  -1.2390
H  -0.4620  -1.6918  6.7285
H  0.6500  2.4157  6.0561
H  0.5238  3.1499  3.7403
H  -0.5151  -0.8760  2.5878
H  -0.3126  -1.5800  4.8585
H  -0.2450  3.5811  1.8861
H  -0.4924  4.6632  -1.9458
H  -0.2389  3.7822  -4.2531
H  0.1371  1.3093  -4.5650
H  0.0767  -0.1721  -2.5767
Cl  6.0391  4.0157  -0.0181
C  4.7316  2.8809  0.1335
C  4.9929  1.5449  0.3923
C  3.9353  0.6731  0.4997
C  2.5960  1.0733  0.3494
O  1.7249  0.0712  0.3977
C  2.3376  2.4405  0.1253
C  0.9956  3.0933  0.0678
O  -1.1183  2.9952  0.0652
C  3.4318  3.3103  0.0140
H  6.0111  1.1994  0.5088
H  4.1143  -0.3753  0.7039
H  1.1297  4.1732  0.0054
H  3.2478  4.3636  -0.1591
O  -3.5606  -1.6379  0.1706
C  -2.4034  -1.2909  0.1655
O  -1.9398  -0.1098  0.4233
C  -1.3222  -2.2959  -0.1941
C  -1.5712  -3.6271  -0.4553
C  -0.4929  -4.4472  -0.7465
C  0.7899  -3.9135  -0.7619
C  0.9606  -2.5705  -0.4898
N  -0.0851  -1.7899  -0.2181
H  -2.5917  -3.9809  -0.4186
H  -0.6458  -5.4982  -0.9539
H  1.6488  -4.5320  -0.9792
H  1.9254  -2.0796  -0.4697

Cartesian forces (eV/Å) of the 2 atoms listed first:
Ni -0.002 0.351 0.641
O -0.064 -0.159 0.004

Here are the Mulliken charges for atoms 1 to 4, given in e: number 1, Ni, carries -1.07; number 2, O, carries -0.50; number 3, C, carries 0.66; number 4, O, carries -0.57

=====

This record from the OMol25 dataset describes a 11-piece molecular cluster, ClH20O14 overall at a distorted geometry. The level of theory is ωB97M-V/def2-TZVPD.

Orbital gap in eV: 8.973
Lowest unoccupied orbital energy in eV: 2.52
Net charge: -1
Strongest force on any atom in eV/A: 4.32
HOMO energy in hartree: -0.237

Cartesian coordinates (Å):
Cl  0.6782  -0.3712  0.5224
O  1.5016  0.5578  1.3313
O  0.2370  -1.5172  1.3726
O  -0.5018  0.4649  0.0523
O  1.4286  -0.9253  -0.6765
O  0.9919  -1.0892  -4.0785
H  0.5457  -0.4548  -3.4783
H  0.9946  -1.9248  -3.6243
O  3.3771  1.0765  -0.9450
H  3.6108  1.7103  -0.2818
H  3.1530  0.3886  -0.4144
O  -0.3935  0.4916  -2.6190
H  -0.1986  1.3773  -2.3951
H  -0.5665  0.1965  -1.7256
O  0.0841  -2.9670  -2.1276
H  0.7407  -2.4484  -1.6700
H  -0.5327  -3.1461  -1.4585
O  -2.4354  -1.4824  1.8530
H  -2.6481  -1.5206  2.7626
H  -1.4840  -1.2936  1.9165
O  -2.1435  -2.6215  -0.6490
H  -2.5735  -3.4715  -0.6905
H  -2.0666  -2.3041  0.2638
O  0.3398  3.0637  1.6676
H  -0.4040  3.1736  1.1263
H  0.4677  2.1600  1.7425
O  3.0318  3.3290  0.6195
H  2.9727  4.2609  0.7471
H  2.3608  3.0679  1.2360
O  -3.2906  0.2179  -0.3411
H  -2.6344  0.2506  0.3242
H  -3.9601  -0.3683  0.0248
O  -0.2500  0.7119  3.5508
H  0.5395  0.4742  3.0505
H  -0.9723  0.9326  3.0113

Cartesian forces (eV/Å) of the 2 atoms listed first:
Cl 0.003 -0.320 -1.806
O -0.287 -1.584 -0.815

Here are the Mulliken charges for atoms 1 to 4, given in e: number 1, Cl, carries 1.73; number 2, O, carries -0.79; number 3, O, carries -0.75; number 4, O, carries -0.62

=====

This record from the OMol25 dataset describes an isolated ion of composition C4H11ClNO and charge +1. The level of theory is ωB97M-V/def2-TZVPD.

Orbital gap in eV: 8.975
Lowest unoccupied orbital energy in eV: -5.05
Net charge: +1
Strongest force on any atom in eV/A: 0.68
SMILES: CCOCC[NH2+]Cl
HOMO energy in hartree: -0.515

Cartesian coordinates (Å):
C  -1.5281  -1.4256  1.2940
C  -0.1623  -1.6434  0.6790
O  0.8248  -0.6946  1.0875
C  0.6943  0.5829  0.5598
C  1.1384  0.6783  -0.9077
N  0.4271  1.8383  -1.5776
Cl  -1.2378  1.5356  -1.9177
H  -2.2079  -2.1521  0.8537
H  -1.9469  -0.4457  1.0822
H  -1.5252  -1.5949  2.3643
H  0.2172  -2.6083  0.9959
H  -0.2630  -1.6974  -0.4078
H  1.3467  1.2341  1.1398
H  -0.3195  0.9829  0.6732
H  2.1947  0.9190  -0.9861
H  0.9419  -0.2121  -1.4903
H  0.8879  2.0420  -2.4681
H  0.5176  2.6610  -0.9740

Cartesian forces (eV/Å) of the 2 atoms listed first:
C -0.060 -0.134 -0.124
C -0.354 -0.151 0.157

Here are the Mulliken charges for atoms 1 to 4, given in e: number 1, C, carries -1.08; number 2, C, carries -0.15; number 3, O, carries -0.34; number 4, C, carries -0.52

=====

This record from the OMol25 dataset describes a 2-piece molecular cluster, C3H7NO3 overall at a distorted geometry. The level of theory is ωB97M-V/def2-TZVPD.

Orbital gap (spin up / spin down) in eV: 9.016 / 4.602
Lowest unoccupied orbital energy (spin up / spin down) in eV: -5.72 / -10.13
Net charge: +1
Strongest force on any atom in eV/A: 2.14
Spin multiplicity: 2
HOMO energy (spin up / spin down) in hartree: -0.542 / -0.542

Cartesian coordinates (Å):
O  -0.1942  -1.7867  -0.0994
C  0.0105  -0.8335  0.5709
N  0.8057  0.2468  -0.0348
C  0.5512  1.5117  0.2401
O  1.3002  2.4625  -0.0139
C  -0.3013  -0.7373  2.0362
H  1.5321  0.1244  -0.7454
H  -0.3465  1.6653  0.8644
H  -1.3065  -1.1266  2.1954
H  0.3237  -1.5551  2.4163
H  -0.0578  0.1719  2.5724
H  -2.5052  -0.4701  -2.1440
H  -1.1080  -1.0429  -1.8161
O  -1.6263  -0.6141  -2.4952

Cartesian forces (eV/Å) of the 2 atoms listed first:
O -0.026 0.106 -0.209
C 0.065 -0.756 0.145

Here are the Mulliken charges for atoms 1 to 4, given in e: number 1, O, carries -0.43; number 2, C, carries 0.34; number 3, N, carries 0.02; number 4, C, carries 0.26